A 10-piece molecular cluster, C53H64FIN10P overall in a non-equilibrium geometry. Source: OMol25; level of theory: ωB97M-V/def2-TZVPD.

Structure (XYZ):
```
130
Properties=species:S:1:pos:R:3:forces:R:3:mulliken_charge:R:1
C 0.320 2.443 1.598 0.2 -0.1 -0.2 -1.315
C 0.723 1.288 0.569 -1.0 1.2 1.3 -0.014
I 2.667 1.925 -0.232 -0.9 -0.7 0.1 0.345
C -0.394 1.234 -0.552 0.7 0.1 -0.2 -0.423
P -1.035 -0.477 -0.951 -1.2 -0.3 0.7 0.361
C -0.172 -1.871 -0.063 0.1 -0.5 -1.0 -0.654
C 1.412 -1.887 -0.226 0.3 0.2 0.3 -0.357
N 2.066 -2.129 1.096 -1.1 -0.2 -0.8 -0.621
C -2.863 -0.615 -0.507 0.0 0.1 0.5 -0.677
C -3.206 0.197 0.826 -0.2 -0.2 -0.3 -0.135
C -4.264 -0.557 1.716 0.2 1.1 -0.2 -0.592
F -3.657 -1.522 2.543 -0.4 0.5 -0.9 -0.271
H 0.946 2.392 2.532 -0.4 0.2 -1.1 0.283
H -0.748 2.363 1.931 0.8 -0.2 -0.4 0.377
H 0.435 3.427 1.072 -0.1 -0.8 0.7 0.462
H 0.809 0.363 1.191 0.3 0.6 -1.0 -0.105
H -1.238 1.900 -0.219 0.6 -0.9 -0.5 0.454
H 0.025 1.650 -1.509 -0.5 -0.4 0.9 0.249
H -0.968 -0.673 -2.358 0.2 0.1 0.6 0.168
H -0.522 -1.863 1.005 0.4 0.2 -0.9 0.435
H -0.568 -2.831 -0.508 0.0 1.1 0.4 0.391
H 1.773 -2.699 -0.914 -0.7 0.7 0.6 0.426
H 1.778 -0.926 -0.690 -0.3 -0.8 0.6 -0.004
H 1.471 -1.676 1.800 0.6 -0.1 0.0 0.266
H 1.937 -3.133 1.278 0.2 0.4 0.1 0.259
H -3.070 -1.700 -0.285 0.4 0.9 -0.5 0.500
H -3.512 -0.293 -1.373 0.7 -0.2 0.8 0.316
H -3.669 1.181 0.555 0.4 -0.8 0.1 0.371
H -2.272 0.444 1.409 -1.0 -0.4 -0.3 0.022
H -4.753 0.208 2.363 0.4 -0.7 -0.2 0.311
H -5.072 -1.003 1.077 0.9 0.0 0.6 0.328
N 0.680 -5.294 2.744 -0.1 0.3 0.3 -0.559
C 1.588 -5.159 3.720 -0.2 -0.1 -0.4 -0.294
C 1.268 -4.907 5.044 -0.1 0.0 0.1 0.027
C -0.071 -4.782 5.381 0.0 0.0 0.0 -0.245
C -1.032 -4.915 4.390 0.0 0.0 0.1 -0.481
C -0.607 -5.171 3.097 0.3 0.0 -0.2 -0.295
H 2.622 -5.262 3.407 0.0 0.0 0.1 0.390
H 2.048 -4.810 5.792 0.0 0.0 -0.1 0.343
H -0.363 -4.583 6.406 0.0 0.0 0.0 0.384
H -2.086 -4.824 4.616 0.0 0.0 0.0 0.395
H -1.321 -5.287 2.288 -0.1 0.0 0.1 0.412
N 3.528 1.944 3.975 0.3 0.2 0.1 -0.298
C 4.418 2.325 3.049 -0.3 -0.2 0.2 0.029
C 5.650 2.883 3.343 0.1 0.1 0.2 -0.469
C 5.985 3.063 4.676 0.0 0.0 0.0 -0.207
C 5.082 2.678 5.656 0.1 0.0 -0.1 -0.426
C 3.876 2.126 5.256 -0.2 -0.1 -0.3 -0.307
H 4.110 2.167 2.023 0.2 0.0 0.2 0.112
H 6.328 3.168 2.551 -0.2 0.0 -0.1 0.409
H 6.940 3.497 4.949 0.0 0.0 0.0 0.389
H 5.309 2.804 6.706 0.0 0.0 0.0 0.379
H 3.139 1.808 5.985 0.1 0.0 0.1 0.359
N -5.304 1.113 -2.852 0.0 0.2 -0.2 -0.272
C -4.666 2.181 -3.350 -0.1 -0.3 0.2 -0.026
C -5.198 3.018 -4.317 0.0 -0.1 0.0 -0.831
C -6.466 2.734 -4.803 -0.1 0.2 -0.2 0.103
C -7.147 1.634 -4.306 0.1 0.1 0.0 -0.641
C -6.528 0.862 -3.337 0.3 -0.1 0.2 -0.280
H -3.676 2.361 -2.942 0.0 0.1 0.0 0.310
H -4.637 3.868 -4.680 0.0 0.0 0.0 0.372
H -6.918 3.365 -5.562 0.0 0.0 0.0 0.530
H -8.137 1.382 -4.662 0.0 0.0 0.0 0.386
H -7.023 -0.007 -2.916 0.0 0.0 -0.1 0.359
N 3.738 -4.948 7.300 0.3 -0.3 0.4 -0.495
C 3.151 -5.473 8.384 0.1 0.2 -0.4 -0.081
C 3.812 -6.251 9.320 0.1 0.0 0.0 -0.517
C 5.160 -6.506 9.123 0.1 -0.1 0.1 -0.175
C 5.792 -5.977 8.009 -0.1 0.0 0.1 -0.575
C 5.042 -5.208 7.134 -0.4 0.2 -0.1 -0.210
H 2.095 -5.248 8.493 0.0 0.0 0.1 0.354
H 3.287 -6.647 10.180 0.0 0.0 0.0 0.371
H 5.713 -7.111 9.831 0.0 0.0 0.0 0.482
H 6.843 -6.157 7.824 0.0 0.0 0.0 0.393
H 5.492 -4.770 6.250 0.1 0.0 0.0 0.390
N 5.048 -11.603 8.650 0.1 0.2 -0.4 -0.534
C 5.347 -12.414 7.629 -0.1 0.1 0.4 -0.286
C 5.678 -11.968 6.359 0.0 0.1 0.0 -0.271
C 5.696 -10.601 6.129 0.0 0.0 -0.1 -0.511
C 5.388 -9.739 7.171 0.0 0.0 -0.1 0.063
C 5.075 -10.288 8.404 0.0 -0.4 0.2 -0.181
H 5.316 -13.474 7.857 0.0 0.0 -0.1 0.353
H 5.913 -12.671 5.571 0.0 0.0 0.0 0.368
H 5.948 -10.212 5.150 0.0 0.0 0.0 0.370
H 5.392 -8.666 7.029 0.0 0.0 0.0 0.258
H 4.831 -9.655 9.250 0.0 0.1 0.0 0.376
N 7.702 2.635 0.480 0.5 -0.2 0.0 -0.337
C 8.013 2.147 -0.727 -0.3 0.2 0.3 -0.175
C 9.275 1.698 -1.078 0.0 0.0 0.0 -0.445
C 10.281 1.759 -0.127 0.1 0.0 0.0 -0.229
C 9.988 2.261 1.130 0.0 0.0 0.0 -0.615
C 8.692 2.682 1.384 -0.4 0.0 -0.3 0.081
H 7.195 2.122 -1.440 0.0 0.0 -0.1 0.366
H 9.466 1.311 -2.070 0.0 0.0 0.0 0.343
H 11.282 1.418 -0.363 0.0 0.0 0.0 0.380
H 10.748 2.325 1.898 0.0 0.0 0.0 0.349
H 8.416 3.078 2.355 0.1 0.0 0.0 0.256
N -7.916 4.284 -7.724 0.0 0.1 -0.4 -0.262
C -7.978 3.415 -8.742 0.0 0.1 0.4 -0.142
C -8.079 3.791 -10.071 0.0 0.1 0.0 -0.596
C -8.121 5.144 -10.369 0.0 0.1 -0.1 -0.175
C -8.060 6.064 -9.334 0.0 -0.1 -0.1 -0.622
C -7.957 5.586 -8.038 0.1 -0.3 0.4 -0.316
H -7.945 2.368 -8.460 0.0 0.0 -0.1 0.364
H -8.123 3.044 -10.853 0.0 0.0 0.0 0.354
H -8.201 5.479 -11.396 0.0 0.0 0.0 0.378
H -8.091 7.128 -9.527 0.0 0.0 0.1 0.389
H -7.903 6.267 -7.195 -0.1 0.1 -0.1 0.598
N -10.113 7.886 -6.880 -0.6 -0.1 -0.1 -0.397
C -10.759 8.959 -7.354 0.4 -0.2 0.1 -0.204
C -12.127 9.005 -7.569 0.0 -0.1 0.0 -0.407
C -12.875 7.875 -7.281 -0.1 0.0 0.0 -0.141
C -12.232 6.750 -6.791 0.0 0.1 0.0 -0.589
C -10.859 6.805 -6.607 0.4 0.3 0.0 -0.066
H -10.133 9.818 -7.568 -0.1 0.0 0.0 0.364
H -12.594 9.903 -7.953 0.0 0.0 0.0 0.353
H -13.947 7.872 -7.437 0.0 0.0 0.0 0.372
H -12.783 5.850 -6.555 0.0 0.0 0.0 0.352
H -10.313 5.950 -6.223 -0.1 0.0 0.0 0.375
N 2.342 3.370 -6.013 0.4 -0.2 0.2 -0.542
C 2.333 2.946 -4.744 -0.1 0.1 -0.4 -0.256
C 3.463 2.522 -4.064 0.1 0.0 0.0 0.064
C 4.675 2.532 -4.736 0.1 0.0 0.0 -0.365
C 4.711 2.965 -6.052 0.0 0.0 0.1 -0.365
C 3.524 3.373 -6.640 -0.4 0.1 0.0 -0.250
H 1.361 2.953 -4.262 0.0 0.0 0.1 0.357
H 3.393 2.191 -3.035 0.0 0.0 -0.1 0.132
H 5.582 2.207 -4.239 0.0 0.0 0.0 0.378
H 5.639 2.987 -6.608 0.0 0.0 0.0 0.376
H 3.502 3.723 -7.666 0.1 0.0 0.0 0.360
```
Positions in Å, forces in eV/Å.

Total charge: +1
Kohn-Sham gap in eV: 8.3
HOMO level in Ha: -0.3963
Calculated total energy in Ha: -3344.130786
Molecular weight in u: 1018.041
Lowest unoccupied orbital energy in eV: -2.45
Relative energy (zero: lowest compared OMol25 entry of this formula, charge and spin) in kJ/mol: 136.4


C34H30N4O7PRu as an isolated structure in a non-equilibrium geometry. Source: OMol25; level of theory: ωB97M-V/def2-TZVPD.

Structure (XYZ):
```
77
Properties=species:S:1:pos:R:3:forces:R:3:lowdin_spin:R:1
Ru -0.801 0.440 -0.097 -0.7 -1.1 3.2 0.963
N -1.019 -1.939 -1.364 -0.3 0.9 1.0 0.003
C -0.528 -1.865 -2.668 0.4 0.2 -1.0 0.000
C -1.143 -2.552 -3.712 0.1 0.0 0.3 0.000
C -0.719 -2.367 -5.016 0.1 0.1 0.0 0.001
C 0.324 -1.500 -5.298 -0.1 0.0 -0.1 0.000
C 0.946 -0.807 -4.274 0.1 -0.1 0.3 0.000
C 0.538 -0.989 -2.955 -0.6 0.0 0.3 -0.001
P 1.075 0.069 -1.575 0.8 -0.3 -0.2 0.027
C 2.128 -0.974 -0.495 -0.2 0.1 0.1 0.003
C 2.733 -0.319 0.580 0.0 0.1 -0.1 0.003
C 3.454 -1.036 1.516 0.1 0.1 -0.1 0.000
C 3.569 -2.413 1.394 0.0 0.0 0.0 0.002
C 2.959 -3.070 0.339 0.1 -0.1 0.0 0.000
C 2.247 -2.356 -0.612 -0.1 0.3 -0.2 0.002
C 2.305 1.191 -2.316 -0.4 0.2 0.2 0.011
C 3.584 0.740 -2.636 -0.1 -0.1 0.0 0.002
C 4.498 1.612 -3.200 0.1 -0.1 0.0 0.001
C 4.149 2.932 -3.432 0.0 0.1 0.0 0.000
C 2.883 3.387 -3.105 0.0 0.1 -0.1 0.000
C 1.959 2.517 -2.550 -0.1 -0.1 0.1 0.003
H -0.369 -2.254 -0.641 0.0 -0.1 0.0 0.000
H -1.872 -2.487 -1.299 0.1 0.2 0.1 0.000
H -1.967 -3.219 -3.500 -0.1 -0.1 0.1 0.000
H -1.221 -2.893 -5.813 0.0 0.0 -0.1 0.000
H 0.625 -1.333 -6.321 0.1 0.0 -0.1 0.000
H 1.732 -0.100 -4.501 0.0 0.0 0.0 0.000
H 2.624 0.753 0.676 0.0 0.1 0.1 0.000
H 3.906 -0.526 2.352 0.1 0.1 0.1 0.000
H 4.111 -2.976 2.138 0.1 -0.1 0.1 0.000
H 3.020 -4.146 0.270 0.0 -0.1 -0.1 0.000
H 1.794 -2.875 -1.446 -0.1 -0.1 0.0 0.000
H 3.854 -0.289 -2.438 0.1 0.0 0.0 0.000
H 5.486 1.261 -3.461 0.0 0.0 0.0 0.000
H 4.871 3.612 -3.859 0.0 0.0 0.0 0.000
H 2.618 4.417 -3.281 -0.1 0.1 0.0 0.000
H 0.966 2.855 -2.283 0.0 0.1 0.0 0.002
O -0.184 2.106 3.731 0.1 0.2 -0.5 -0.008
C 0.109 1.312 2.854 0.1 -1.5 2.2 -0.001
O 0.124 1.542 1.608 -0.7 0.4 -4.0 -0.015
C 0.584 -0.081 3.285 -0.3 0.3 -0.4 0.004
C 1.291 -0.179 4.450 0.1 -0.2 0.2 0.001
C 1.748 -1.426 4.897 -0.6 0.0 -1.1 0.004
C 1.480 -2.570 4.168 0.1 0.0 0.3 -0.001
C 0.768 -2.489 2.983 -0.2 1.2 0.4 0.005
C 0.276 -1.232 2.486 0.6 0.0 1.1 0.003
O -0.407 -1.180 1.431 -1.2 0.9 -1.9 0.049
N 0.557 -3.680 2.237 0.0 -0.4 -0.2 0.001
O 1.038 -4.712 2.667 0.1 -0.4 0.0 0.003
O -0.065 -3.626 1.186 -0.1 -0.4 -0.2 0.000
N 2.472 -1.512 6.127 0.2 -0.2 0.2 0.001
O 2.703 -2.621 6.566 0.2 -0.3 0.2 0.002
O 2.817 -0.475 6.656 0.1 0.2 0.2 0.001
H 1.476 0.707 5.040 0.0 0.0 0.0 0.000
H 1.814 -3.536 4.517 0.0 0.0 0.0 0.000
C -1.896 3.531 0.517 -0.1 -0.4 0.4 0.006
N -3.167 3.733 -0.116 0.0 0.6 -0.8 0.004
C -4.166 4.324 0.737 0.0 -0.2 0.1 0.001
C -3.617 2.664 -0.977 0.2 -0.1 0.3 0.000
C -3.934 1.370 -0.243 0.5 0.6 -0.6 -0.010
C -5.221 1.192 0.254 0.2 -0.3 -0.1 -0.005
C -5.580 0.016 0.885 -0.1 0.0 0.1 0.005
C -4.647 -0.993 1.035 0.0 0.0 0.0 -0.003
C -3.349 -0.806 0.587 0.4 -0.2 -0.1 -0.003
C -2.971 0.384 -0.044 1.1 -0.6 0.4 -0.073
H -1.507 4.487 0.864 0.2 0.0 0.0 0.000
H -1.185 3.101 -0.207 0.0 0.1 0.1 0.006
H -1.952 2.858 1.389 0.1 0.1 -0.1 0.000
H -3.757 5.220 1.202 0.0 0.0 0.0 0.000
H -4.497 3.646 1.535 -0.1 0.0 0.2 0.000
H -5.033 4.607 0.141 -0.1 0.0 0.0 0.000
H -2.829 2.477 -1.720 -0.2 0.0 0.0 0.001
H -4.516 3.012 -1.495 0.1 -0.1 -0.1 0.000
H -5.955 1.972 0.125 0.0 0.1 -0.1 -0.001
H -6.587 -0.112 1.254 -0.1 0.0 0.0 0.000
H -4.924 -1.924 1.509 0.0 -0.1 0.1 0.000
H -2.633 -1.604 0.759 0.0 0.2 0.0 -0.001
```
Positions in Å, forces in eV/Å.

Total charge: 0
Kohn-Sham gap (alpha / beta) in eV: 6.0 / 6.4
<S²>: 0.84
HOMO level (alpha / beta) in Ha: -0.3017 / -0.3027
Calculated total energy in Ha: -2495.307716
Molecular weight in u: 738.679
Lowest unoccupied orbital energy (alpha / beta) in eV: -2.23 / -1.86
2S+1: 2


C2H5OP in the gas phase in a non-equilibrium geometry. Source: OMol25; level of theory: ωB97M-V/def2-TZVPD.

Structure (XYZ):
```
9
Properties=species:S:1:pos:R:3:forces:R:3:nbo_charge:R:1
C 0.414 0.870 -0.238 -0.2 0.5 -2.2 -0.730
C -0.532 -0.027 0.399 2.0 0.6 2.0 0.220
O -1.418 -0.794 -0.245 -0.7 -0.4 1.1 -0.649
P 1.933 -0.334 0.046 -2.8 -1.3 -0.8 -0.003
H 0.279 1.069 -1.400 0.0 -0.1 2.7 0.249
H 0.615 1.763 0.418 -0.3 -0.8 -1.0 0.254
H -0.558 0.077 1.540 -0.3 -0.5 -1.8 0.200
H -2.037 -1.259 0.398 1.4 0.8 -1.1 0.503
H 1.303 -1.363 -0.919 1.0 1.3 1.1 -0.045
```
Positions in Å, forces in eV/Å.

Total charge: 0
Kohn-Sham gap in eV: 7.5
HOMO level in Ha: -0.2630
Calculated total energy in Ha: -495.682618
Molecular weight in u: 76.035
Lowest unoccupied orbital energy in eV: 0.31
Relative energy (zero: lowest compared OMol25 entry of this formula, charge and spin) in kJ/mol: 257.1


C28H40N2O6 in the gas phase in a non-equilibrium geometry. Source: OMol25; level of theory: ωB97M-V/def2-TZVPD.

Structure (XYZ):
```
76
Properties=species:S:1:pos:R:3:forces:R:3:nbo_charge:R:1
C 5.007 -3.999 -1.259 -0.1 0.0 -0.2 -0.612
C 4.280 -3.766 -2.577 0.2 -0.2 0.1 -0.226
N 3.200 -2.813 -2.414 0.2 -0.4 -0.1 -0.478
C 1.897 -3.180 -2.185 0.0 0.4 -0.2 0.719
O 1.524 -4.327 -2.095 -0.1 -0.4 0.1 -0.620
C 1.056 -1.917 -2.218 -0.3 0.1 0.0 -0.316
C -0.174 -1.839 -1.297 0.1 -0.5 0.0 -0.230
C -0.953 -3.166 -1.230 -0.2 0.4 0.3 0.085
O -1.207 -3.705 -2.510 -0.1 0.0 -0.2 -0.752
C -2.310 -2.905 -0.556 0.5 -0.6 0.2 0.095
O -3.070 -1.995 -1.313 -0.2 0.3 -0.2 -0.724
C -2.117 -2.343 0.852 -0.4 0.2 -0.2 -0.490
C -1.137 -1.206 0.887 -0.5 -0.4 0.2 0.261
N -1.295 -0.120 1.519 0.4 0.8 0.3 -0.157
O -2.468 0.018 2.247 0.0 -1.0 -0.4 -0.403
C -2.596 1.316 2.798 -0.1 0.4 -0.1 -0.049
C -3.202 2.329 1.813 0.3 -0.1 0.1 -0.280
C -3.856 3.465 2.596 0.1 -0.2 -0.1 -0.600
C -2.133 2.829 0.813 -0.1 -0.3 -0.5 0.096
O -1.665 4.106 1.241 -0.1 0.1 0.2 -0.556
C -0.313 4.371 0.962 0.1 0.2 -0.1 -0.067
C 0.647 3.582 1.822 -0.1 0.0 -0.1 -0.066
C 1.807 3.037 1.291 -0.1 0.1 0.0 -0.169
C 2.681 2.329 2.098 0.1 0.0 0.0 -0.218
C 2.396 2.148 3.440 0.1 -0.1 0.0 -0.225
C 1.240 2.689 3.977 -0.1 0.0 0.1 -0.192
C 0.376 3.409 3.173 0.0 0.1 0.0 -0.220
C -2.620 2.906 -0.653 0.0 0.1 0.2 -0.222
C -2.848 1.517 -1.242 0.1 0.3 0.1 -0.611
C -3.854 3.788 -0.817 0.3 0.0 0.0 -0.618
C 0.153 -1.389 0.131 0.0 0.5 -0.2 -0.252
C 0.999 -0.120 0.112 0.3 -0.4 0.2 -0.398
C 2.318 -0.398 -0.590 -0.3 0.2 -0.1 -0.381
C 2.091 -0.799 -2.057 0.2 0.1 0.1 -0.306
C 3.384 -1.445 -2.508 -0.4 0.3 -0.1 0.724
O 4.413 -0.917 -2.829 0.3 0.1 0.0 -0.567
H 4.320 -4.393 -0.513 0.0 0.0 0.1 0.211
H 5.431 -3.065 -0.895 0.1 0.1 0.1 0.215
H 5.811 -4.714 -1.404 0.1 -0.1 0.0 0.219
H 3.841 -4.697 -2.943 0.1 0.1 0.0 0.224
H 4.965 -3.356 -3.323 -0.1 -0.1 0.0 0.225
H 0.670 -1.893 -3.247 0.1 0.0 0.1 0.256
H -0.849 -1.092 -1.732 0.1 0.0 0.0 0.233
H -0.396 -3.889 -0.620 -0.1 0.1 0.0 0.182
H -0.434 -4.233 -2.752 0.0 0.0 0.1 0.500
H -2.848 -3.866 -0.492 0.2 0.1 0.0 0.174
H -3.058 -2.312 -2.224 -0.1 0.0 0.0 0.483
H -3.077 -1.989 1.227 0.0 -0.2 0.0 0.253
H -1.758 -3.140 1.508 0.0 0.0 0.0 0.229
H -3.271 1.175 3.646 0.1 0.0 0.0 0.188
H -1.623 1.664 3.160 -0.1 -0.1 0.0 0.191
H -3.975 1.797 1.253 0.0 0.0 0.0 0.211
H -4.677 3.079 3.196 -0.1 0.0 0.1 0.204
H -4.240 4.222 1.921 -0.1 0.2 0.0 0.220
H -3.132 3.937 3.253 0.0 0.1 0.1 0.210
H -1.296 2.116 0.838 -0.1 0.2 0.0 0.210
H -0.190 5.440 1.171 0.0 -0.1 -0.1 0.202
H -0.082 4.205 -0.100 0.0 0.0 0.1 0.167
H 2.030 3.171 0.242 0.0 0.0 -0.1 0.201
H 3.586 1.914 1.678 0.1 -0.1 0.0 0.211
H 3.075 1.589 4.067 0.1 0.0 0.0 0.213
H 1.016 2.555 5.025 0.0 0.0 0.1 0.212
H -0.522 3.848 3.584 -0.1 0.0 0.1 0.221
H -1.804 3.376 -1.217 0.0 0.0 0.0 0.191
H -3.082 1.594 -2.301 0.0 0.0 -0.1 0.209
H -1.961 0.901 -1.125 0.1 -0.2 0.0 0.207
H -3.671 1.002 -0.753 -0.1 -0.1 0.1 0.211
H -4.726 3.332 -0.356 -0.2 -0.1 0.1 0.199
H -4.067 3.936 -1.874 -0.1 0.0 -0.1 0.208
H -3.679 4.759 -0.360 -0.1 0.1 0.0 0.217
H 0.721 -2.187 0.629 0.0 0.0 0.0 0.207
H 1.178 0.214 1.133 0.0 0.1 -0.1 0.243
H 0.455 0.672 -0.404 -0.1 0.1 0.0 0.205
H 2.965 0.479 -0.564 0.1 0.0 0.0 0.225
H 2.833 -1.208 -0.066 0.1 0.0 0.1 0.197
H 1.852 0.087 -2.645 0.1 -0.1 0.0 0.237
```
Positions in Å, forces in eV/Å.

Total charge: 0
Kohn-Sham gap in eV: 9.6
HOMO level in Ha: -0.3329
Calculated total energy in Ha: -1651.920001
Molecular weight in u: 500.636
Lowest unoccupied orbital energy in eV: 0.57
Relative energy (zero: lowest compared OMol25 entry of this formula, charge and spin) in kJ/mol: 3.6
SMILES string: CCN1C(=O)[C@H]2[C@H]3[C@H](O)[C@H](O)C/C(=N\OC[C@@H](C)[C@H](OCc4ccccc4)C(C)C)[C@@H]3CC[C@H]2C1=O